Density functional theory data (the ωB97M-V functional and the def2-TZVPD basis) for a structure of composition C50H62CoGeN4OS.

```
120
Properties=species:S:1:pos:R:3
Co -0.210 -0.242 0.096
C -5.987 1.752 -0.976
C -5.294 0.847 -1.999
C -3.803 0.889 -1.880
C -2.917 1.588 -2.629
C -3.184 2.443 -3.828
C -2.935 1.696 -5.142
C -1.607 1.311 -2.070
N -1.705 0.474 -1.010
C -3.022 0.189 -0.877
C -3.563 -0.688 0.041
C -2.838 -1.420 0.963
C -3.434 -2.358 1.893
C -4.888 -2.709 1.962
C -5.295 -3.720 0.887
C -2.413 -2.861 2.628
C -1.210 -2.214 2.145
C 0.042 -2.429 2.680
C 1.200 -1.804 2.261
N 1.290 -0.930 1.229
C 2.577 -0.504 1.218
C 3.116 0.391 0.315
C 2.417 1.000 -0.706
N 1.092 0.850 -0.951
C 0.820 1.636 -2.019
C -0.434 1.846 -2.561
C 2.021 2.294 -2.496
C 3.020 1.904 -1.666
C 4.452 2.335 -1.661
C 4.736 3.421 -0.620
C 2.079 3.264 -3.634
C 1.656 4.678 -3.225
C 3.341 -1.138 2.272
C 2.481 -1.967 2.915
C 2.743 -2.834 4.106
C 2.331 -2.162 5.419
C 4.802 -0.939 2.529
C 5.677 -1.799 1.612
N -1.497 -1.359 1.133
C -2.475 -3.841 3.758
C -2.481 -3.153 5.126
H -7.074 1.697 -1.067
H -5.711 1.467 0.040
H -5.682 2.790 -1.118
H -5.648 -0.181 -1.877
H -5.585 1.148 -3.009
H -4.218 2.796 -3.799
H -2.558 3.339 -3.792
H -3.585 0.823 -5.213
H -3.122 2.337 -6.006
H -1.905 1.340 -5.193
H -4.636 -0.827 0.027
H -5.114 -3.117 2.950
H -5.493 -1.804 1.863
H -4.732 -4.647 1.003
H -6.361 -3.955 0.944
H -5.081 -3.331 -0.110
H 0.122 -3.131 3.501
H 4.169 0.623 0.409
H -0.504 2.503 -3.418
H 5.099 1.473 -1.474
H 4.721 2.706 -2.654
H 4.476 3.075 0.381
H 5.789 3.709 -0.623
H 4.136 4.310 -0.821
H 3.096 3.291 -4.034
H 1.441 2.914 -4.450
H 2.317 5.065 -2.448
H 1.688 5.363 -4.075
H 0.643 4.676 -2.820
H 2.211 -3.784 3.997
H 3.806 -3.086 4.142
H 1.272 -1.901 5.402
H 2.514 -2.814 6.275
H 2.891 -1.237 5.565
H 5.061 0.115 2.399
H 5.021 -1.178 3.573
H 5.470 -1.580 0.564
H 6.739 -1.628 1.801
H 5.465 -2.859 1.766
H -3.372 -4.457 3.655
H -1.628 -4.529 3.697
H -3.346 -2.494 5.218
H -2.513 -3.881 5.939
H -1.589 -2.536 5.250
C -1.681 4.408 7.590
C -1.549 5.908 7.586
O -1.746 6.593 8.559
S -1.063 6.718 6.073
C -0.913 5.386 4.913
C -2.023 4.947 4.195
C -1.909 3.896 3.303
C -0.680 3.253 3.092
C 0.432 3.720 3.810
C 0.318 4.771 4.702
C -0.556 2.167 2.180
C -0.424 1.249 1.386
H -1.964 4.094 8.592
H -0.740 3.944 7.294
H -2.428 4.086 6.865
H -2.979 5.434 4.344
H -2.773 3.551 2.750
H 1.388 3.240 3.648
H 1.186 5.117 5.250
C 0.899 -4.165 -2.992
Ge 0.994 -3.290 -1.217
C 2.917 -3.061 -0.872
C 0.334 -4.648 0.051
C -0.097 -1.690 -1.287
H 1.459 -5.104 -3.004
H 1.314 -3.507 -3.758
H -0.139 -4.378 -3.257
H 3.462 -3.933 -1.242
H 3.113 -2.957 0.196
H 3.299 -2.171 -1.375
H 0.733 -5.631 -0.212
H -0.757 -4.696 0.021
H 0.632 -4.412 1.072
H -1.125 -2.060 -1.411
H 0.156 -1.192 -2.232
```

## Properties
Lowest unoccupied orbital energy (eV): 1.82
E_HOMO (eV): -3.95
Total charge: -1
Relative energy (zero: lowest compared OMol25 entry of this formula, charge and spin) (kcal per mole): 0.0